1.
DFT (wB97M-V/def2-TZVPD) results for C11H14N2S in the gas phase at a distorted geometry.

Properties
LUMO level (eV): -0.107
Charge: 0
SMILES: CSC1=CC(=C2C=CC=C2)N(C)N1C
HOMO energy (eV): -7.303
Frontier orbital gap (eV): 7.196
ΔE to the lowest compared entry with this formula, charge and spin (kJ/mol): 537.7

```
28
C11H14N2S wB97M-V/def2-TZVPD
S 3.4146 -0.6196 0.3693
N 1.3560 1.3091 -0.5074
N 0.0265 1.1763 -0.1987
C -0.8069 2.2340 -0.8916
C -4.0462 -0.5804 0.2547
C 3.6299 -2.1267 -0.5183
C -2.2560 -1.7846 -0.3712
C 0.6614 -0.9865 0.0726
C 2.1130 2.1767 0.4048
C 1.7888 -0.3087 -0.0539
C -3.6029 -1.8006 -0.2458
C -2.9782 0.2265 0.4028
C -0.4467 -0.1051 -0.0852
C -1.7491 -0.4694 -0.0628
H -0.7293 3.2599 -0.3737
H 0.5062 -2.0884 0.2094
H 2.6763 -2.5667 -0.3514
H -1.6643 -2.5161 -0.8850
H 3.1855 1.7938 0.3799
H 2.1198 3.2470 -0.0214
H -4.2115 -2.6409 -0.2963
H -3.0016 1.2423 0.6937
H -5.0287 -0.5430 0.6901
H -0.5754 2.1933 -1.9372
H 3.6785 -1.7798 -1.6071
H 4.5756 -2.6141 -0.3007
H -1.7913 1.8417 -0.7659
H 1.8847 2.1703 1.4447
```


2.
DFT (wB97M-V/def2-TZVPD) results for a molecular structure, C6H12O at a distorted geometry.

Properties
LUMO level (eV): 0.769
Charge: 0
HOMO energy (eV): -8.735
Frontier orbital gap (eV): 9.503
ΔE to the lowest compared entry with this formula, charge and spin (kJ/mol): 579.4

```
19
C6H12O wB97M-V/def2-TZVPD
O 1.1385 0.6395 1.9687
C -1.2786 -0.7655 -1.1278
C -0.8091 0.7275 0.5283
C 1.7660 -0.8822 -0.1116
C 0.8345 0.2751 0.6488
C -1.8226 -0.3737 0.2022
C 0.3263 1.3432 -0.2490
H -1.1734 1.3808 1.3159
H 2.6354 -1.1821 0.4865
H -0.2895 -1.2562 -0.9549
H -1.4341 0.5136 -1.2829
H 2.1853 -0.3461 -0.9909
H 0.5698 2.3540 0.0487
H 1.9810 1.0904 2.0959
H -1.8080 -1.0398 1.0634
H 1.3422 -2.1499 -0.5581
H -1.8076 -1.4275 -1.8152
H -2.8679 -0.0828 0.0172
H 0.4502 1.1341 -1.3068
```


3.
DFT (wB97M-V/def2-TZVPD) results for a molecular structure, C4H3KO2 at a distorted geometry.

Properties
LUMO level (eV): -0.777
Charge: 0
HOMO energy (eV): -6.006
Frontier orbital gap (eV): 5.229
ΔE to the lowest compared entry with this formula, charge and spin (kJ/mol): 0.0

```
10
C4H3KO2 wB97M-V/def2-TZVPD
K 2.8611 -1.3766 1.4102
O 1.7668 0.8176 1.0667
O 0.5159 -0.8676 0.2227
C -1.2299 0.1737 -0.6749
C 0.7818 0.5160 0.3253
C -0.7674 -1.0255 -0.2447
C -0.2648 1.1728 -0.2968
H -2.1177 0.3206 -1.2883
H -1.2588 -1.9647 0.0128
H -0.2870 2.2337 -0.5329
```


4.
DFT (wB97M-V/def2-TZVPD) results for a molecular structure, C5H8O.

Properties
LUMO level (alpha / beta) (eV): 0.231 / 0.231
Charge: 0
HOMO energy (alpha / beta) (eV): -8.568 / -8.568
Frontier orbital gap (alpha / beta) (eV): 8.799 / 8.800
ΔE to the lowest compared entry with this formula, charge and spin (kJ/mol): 760.7

```
14
C5H8O wB97M-V/def2-TZVPD
O -0.3946 -1.1307 -1.2256
C -0.7703 1.1540 -0.4963
C 0.5624 -1.5934 1.0552
C 0.6117 0.7987 -0.4082
C -1.2482 -0.2628 -0.4583
C 0.1381 -0.6459 -0.0171
H -1.2551 1.8964 0.1217
H -0.1500 -2.4193 1.1333
H 1.5491 -2.0072 0.8214
H 1.2201 0.7723 -1.3115
H 0.1081 2.6214 -0.9502
H 0.6296 -1.0750 2.0167
H -2.2060 -0.6727 -0.1561
H 0.8576 2.1216 -0.2548
```


5.
DFT (wB97M-V/def2-TZVPD) results for a molecular structure, C14H23BN6Ti at a distorted geometry.

Properties
LUMO level (alpha / beta) (eV): -9.869 / -9.866
Charge: +2
HOMO energy (alpha / beta) (eV): -16.081 / -16.086
Frontier orbital gap (alpha / beta) (eV): 6.212 / 6.220
ΔE to the lowest compared entry with this formula, charge and spin (kJ/mol): 445.8

```
45
C14H23BN6Ti wB97M-V/def2-TZVPD
Ti -1.0151 -0.3914 0.1539
N -0.3605 1.8201 -0.2909
N 1.1330 -0.3098 -1.8677
N -1.7996 -0.2037 -1.5414
N -1.1567 0.2288 -2.7150
N 0.2059 1.9562 -1.5289
N 0.7540 -0.9179 -0.6676
C 0.5549 3.2514 -1.6779
C 0.6094 -0.7154 2.9132
C -0.3630 3.0229 0.3533
C 2.0902 -0.4090 2.7248
C -1.9720 0.0789 -3.7693
C 1.7367 -1.8249 -0.3606
C 0.1922 3.9473 -0.5110
C -3.1688 -0.4844 -3.3133
C 2.7235 -1.7684 -1.3640
C 2.3101 -0.7951 -2.2499
C -1.3501 -2.3354 0.5926
C 0.2822 -0.7517 4.4068
C -3.0252 -0.6577 -1.9428
C -0.2987 0.2566 2.1629
B 0.2776 0.7760 -2.5723
H -2.1878 -2.5937 -0.0763
H 2.3072 0.6195 3.0243
H 0.9185 -1.4611 4.9475
H 0.4343 0.2355 4.8488
H 2.7336 -0.4113 -3.1940
H -0.7622 -1.0207 4.5806
H -0.4574 -2.9662 0.4974
H 0.2086 1.1901 1.9212
H 0.9880 3.5955 -2.5943
H -1.7138 -2.3567 1.6307
H -1.2542 0.4035 2.6920
H 0.2912 4.9942 -0.3010
H 2.4031 -0.5154 1.6822
H -3.6732 -1.0622 -1.2166
H 2.7167 -1.0732 3.3328
H -1.6830 0.3618 -4.7590
H 0.4201 -1.7203 2.5096
H -4.0246 -0.7098 -3.9080
H 0.7707 1.1452 -3.6076
H 1.7055 -2.4004 0.5554
H -0.7569 3.1209 1.3560
H 3.6247 -2.3783 -1.4183
H -1.3690 1.2297 0.5615
```


6.
DFT (wB97M-V/def2-TZVPD) results for C3H5NO2 in the gas phase at a distorted geometry.

Properties
LUMO level (eV): 0.883
Charge: 0
SMILES: [H]/N=C/OCC=O
HOMO energy (eV): -9.864
Frontier orbital gap (eV): 10.747
ΔE to the lowest compared entry with this formula, charge and spin (kJ/mol): 296.5

```
11
C3H5NO2 wB97M-V/def2-TZVPD
O 0.6974 -1.3392 -0.5412
O -1.5153 0.6209 1.9429
N 0.9249 0.8212 -0.2619
C -1.2057 0.5885 0.7759
C 1.4595 -0.2631 -0.6607
C -0.7288 -0.7768 0.0651
H -1.3254 -0.8699 -0.8433
H 2.4743 -0.3446 -1.0954
H -0.8278 -1.5443 0.8161
H -1.4219 1.4549 0.1176
H 1.4689 1.6525 -0.3152
```


Repeat the sixth record exactly.
DFT (wB97M-V/def2-TZVPD) results for C3H5NO2 in the gas phase at a distorted geometry.

Properties
LUMO level (eV): 0.883
Charge: 0
SMILES: [H]/N=C/OCC=O
HOMO energy (eV): -9.864
Frontier orbital gap (eV): 10.747
ΔE to the lowest compared entry with this formula, charge and spin (kJ/mol): 296.5

```
11
C3H5NO2 wB97M-V/def2-TZVPD
O 0.6974 -1.3392 -0.5412
O -1.5153 0.6209 1.9429
N 0.9249 0.8212 -0.2619
C -1.2057 0.5885 0.7759
C 1.4595 -0.2631 -0.6607
C -0.7288 -0.7768 0.0651
H -1.3254 -0.8699 -0.8433
H 2.4743 -0.3446 -1.0954
H -0.8278 -1.5443 0.8161
H -1.4219 1.4549 0.1176
H 1.4689 1.6525 -0.3152
```


> Among the records above, which one has the highest charge?

C14H23BN6Ti